(1)
ORCA calculation (ωB97M-V/def2-TZVPD) on one molecule with the formula C15H17N3O6 in a non-equilibrium geometry.

Last column: Mulliken charge in e.
Geometry (Å):
O -5.0997 1.4646 0.6164  -0.646
O 0.2317 1.7384 -1.7849  -0.310
O 0.3867 1.5030 0.4430  -0.625
O 4.5957 2.1091 1.2236  -0.565
O -1.6631 -0.0564 -1.1153  -0.761
O 6.3738 1.3602 2.1700  -0.596
N -3.9721 -0.4836 0.2200  -0.139
N -3.1088 1.5698 -0.4476  -0.175
N 5.4744 1.2837 1.3605  0.970
C 0.8641 1.3585 -0.6541  0.498
C 6.6554 -0.5547 0.3123  -0.592
C -1.0782 2.2246 -1.5860  -0.523
C 5.4638 0.1389 0.4879  0.128
C -5.0341 -1.1222 2.3384  -1.422
C 4.3822 -1.2976 -1.0855  -0.551
C -1.9691 1.1117 -1.0183  0.766
C 3.0153 0.4336 0.0223  -0.286
C 6.7091 -1.6175 -0.5671  -0.481
C 4.2970 -0.2235 -0.1982  0.696
C -4.9019 -1.4175 0.8457  0.243
C -4.1614 0.8359 0.1877  0.438
C 2.1736 0.7671 -0.9585  -0.697
C -6.2600 -1.3660 0.1488  -1.423
C 5.5690 -1.9813 -1.2706  -0.615
H 2.4070 0.6439 -2.0047  0.527
H 2.7194 0.6482 1.0418  0.499
H 5.6064 -2.8069 -1.9650  0.396
H -6.6929 -0.3767 0.2653  0.326
H -5.6824 -1.8570 2.8075  0.427
H 3.4915 -1.6024 -1.6125  0.529
H -3.2710 2.5677 -0.4072  0.255
H -4.0590 -1.1560 2.8189  0.361
H -6.9306 -2.0997 0.5872  0.426
H -6.1504 -1.5800 -0.9118  0.359
H 7.5261 -0.2344 0.8644  0.459
H -3.1095 -0.8341 -0.1809  0.326
H -1.0651 3.0806 -0.9018  0.354
H -4.4619 -2.4111 0.7096  0.355
H -5.4606 -0.1332 2.4786  0.326
H 7.6332 -2.1549 -0.7097  0.390
H -1.4434 2.5271 -2.5699  0.353

Properties
spin multiplicity	1
energy relative to the best compared isomer or geometry (same formula, charge and spin)	0.0000	eV
orbital gap	9.0	eV
strongest force on any atom	1.36	eV/Å

(2)
ORCA calculation (ωB97M-V/def2-TZVPD) on C15H17N5OS3 as an isolated structure in a non-equilibrium geometry.

Last column: Mulliken charge in e.
Geometry (Å):
S 3.1904 0.8268 -2.6592  -0.042
S 0.2847 -0.2873 2.6327  -0.223
S -3.5090 1.5141 0.8276  -0.267
O -2.2487 -1.0041 4.6826  -0.679
N -2.0052 -0.7168 0.5178  -0.325
N -2.7349 -0.0579 2.7897  -0.127
N 1.6985 0.0518 0.0855  0.565
N 0.7777 -2.1263 0.5085  -0.396
N 1.4363 -2.1648 -0.6770  -0.504
C -2.0947 -0.9757 3.4329  0.468
C -2.1689 0.0898 -0.6912  0.574
C 1.8367 1.3158 0.1867  -1.017
C 3.9589 0.2517 -3.9397  -0.119
C -1.3980 -0.5596 -1.8326  -1.709
C -0.7725 -1.4371 2.9498  -0.506
C 1.8963 -0.8778 -0.8869  0.536
C 3.5701 -1.0833 -4.2508  -0.837
C 3.1218 -1.7380 -3.0407  -1.105
C 0.9256 2.3289 -0.1978  -1.024
C -3.0119 1.3080 -0.9725  0.221
C -2.5592 0.3518 1.4183  0.308
C 2.8487 -0.7264 -1.9782  0.222
C -3.1234 2.1449 -2.0938  -0.982
C 1.0054 -0.5929 0.9352  0.255
H -4.1805 2.3309 -1.9448  0.371
H -3.6570 0.2742 3.1378  0.319
H 0.7867 2.0354 -1.1822  0.269
H -0.3017 -1.9778 3.7208  0.417
H -1.0220 -2.0160 1.9690  0.446
H -3.1396 1.3294 -3.0393  0.239
H 3.9804 -1.5512 -4.9882  0.519
H -0.1547 2.0419 0.2789  0.014
H -2.1726 -0.8091 -2.7666  0.318
H -0.5802 0.0441 -2.1603  0.248
H -0.9048 -1.4081 -1.5839  0.663
H 1.1097 3.2909 -0.0699  0.649
H 2.0333 1.7149 1.4803  0.365
H -2.5351 2.9576 -2.1123  0.305
H 3.1709 1.5693 -0.0689  0.419
H 4.4911 1.0371 -4.7375  0.227
H 2.7961 -2.5345 -2.8898  0.925

Properties
spin multiplicity	1
energy relative to the best compared isomer or geometry (same formula, charge and spin)	15.3323	eV
orbital gap	7.0	eV
strongest force on any atom	16.53	eV/Å

(3)
ORCA calculation (ωB97M-V/def2-TZVPD) on C15H17NS2Sn as an isolated structure in a non-equilibrium geometry.

Last column: Mulliken charge in e.
Geometry (Å):
Sn 0.5581 -1.4293 0.1612  0.529
S 1.3613 -1.1063 4.5554  -0.213
S 1.8810 -2.5292 1.9243  -0.451
N 0.3945 -0.3042 2.2577  -0.359
C -1.0109 1.6912 2.9848  -0.525
C 1.2251 0.4898 -3.2345  -0.763
C -0.3023 -2.0716 -2.2963  -0.528
C -1.3628 2.4580 4.0937  -0.499
C 1.2041 -1.2382 2.8110  0.574
C -0.1425 0.5942 3.1812  -0.257
C -0.9215 2.1232 5.3883  -0.516
C -1.2809 -1.2305 -3.0436  -0.743
C -0.8687 1.1475 -1.9577  -0.658
C 0.4461 1.2207 -2.1728  -0.066
C -1.8223 0.1113 -2.4818  -0.652
C 1.9497 -0.7771 -2.7506  -0.392
C 0.3022 0.2756 4.4826  0.824
C 1.1465 -2.1247 -2.7122  -0.954
C -0.0957 1.0119 5.5758  -0.475
H 0.2549 0.7073 6.5493  0.362
H -1.2223 2.7310 6.2411  0.359
H -2.4030 0.5776 -3.3073  0.331
H -2.5810 -0.0495 -1.6909  0.346
H 1.2506 -2.6416 -3.7039  0.405
H 2.0149 1.2035 -3.5495  0.397
H -2.2049 -1.8344 -3.1427  0.359
H 2.3840 -0.5261 -1.7613  0.136
H -1.3274 1.8713 -1.2713  0.348
H 1.0806 1.8527 -1.5297  0.312
H -1.3812 1.9092 1.9777  0.434
H 2.8071 -0.9419 -3.4323  0.413
H -0.7412 -3.0361 -1.9861  0.423
H 0.6306 0.3200 -4.1407  0.410
H 1.6812 -2.7289 -1.9227  0.333
H -1.9911 3.3377 3.9701  0.362
H -0.9125 -1.0643 -4.0665  0.395

Properties
spin multiplicity	1
energy relative to the best compared isomer or geometry (same formula, charge and spin)	0.8383	eV
orbital gap (alpha / beta)	6.6 / 5.5	eV
strongest force on any atom	1.86	eV/Å

(4)
ORCA calculation (ωB97M-V/def2-TZVPD) on a 2-piece molecular cluster, C15H18 overall in a non-equilibrium geometry.

Last column: Mulliken charge in e.
Geometry (Å):
C -3.0236 -1.1697 3.6406  -1.336
C 1.1808 0.4761 -2.4679  -0.770
C 3.6492 1.1566 0.2893  -0.463
C -2.1733 -2.6980 1.8389  -0.457
C 3.0418 0.5479 -0.7844  -0.546
C -2.8148 -1.5547 2.1798  0.962
C 3.2899 2.4787 0.6715  -0.448
C 1.4986 2.4275 -0.9202  -0.433
C -2.4695 -2.1670 -0.4981  -0.624
C 1.9688 0.7398 -3.7453  -1.085
C -1.9206 -2.9737 0.4694  -0.311
C -3.0612 -0.9707 -0.0946  -0.295
C 1.8857 1.1707 -1.3057  0.707
C -3.3251 -0.6223 1.2376  -0.707
C 2.2804 3.1392 0.0340  -0.435
H 0.6666 2.9382 -1.3866  0.368
H 3.0063 0.4797 -3.5080  0.335
H -1.7982 -3.4691 2.4981  0.351
H -1.3481 -3.8597 0.2259  0.389
H 1.9352 4.1499 0.2034  0.368
H 3.8246 2.8592 1.5300  0.349
H 1.0660 -0.6001 -2.2900  0.291
H -2.1363 -0.7106 4.0624  0.262
H 1.6450 0.2514 -4.6593  0.357
H -3.9510 0.2341 1.4152  0.354
H -3.2734 -0.1728 -0.8042  0.322
H -3.9365 -0.5899 3.7821  0.353
H 4.4977 0.6548 0.7395  0.363
H -2.4461 -2.4445 -1.5434  0.392
H 0.1373 0.7976 -2.4544  0.350
H 3.2545 -0.4483 -1.1439  0.369
H -3.2915 -2.0210 4.2889  0.347
H 2.0830 1.8056 -3.9728  0.322

Properties
spin multiplicity	1
energy relative to the best compared isomer or geometry (same formula, charge and spin)	0.7559	eV
orbital gap	9.9	eV
strongest force on any atom	3.56	eV/Å

(5)
ORCA calculation (ωB97M-V/def2-TZVPD) on a 2-piece molecular cluster, C15H18 overall in a non-equilibrium geometry.

Last column: Mulliken spin population.
Geometry (Å):
C -1.7150 -3.4885 0.9962  -0.001
C 1.7920 2.3072 0.8383  0.141
C 0.8917 -3.2100 1.8555  0.002
C 0.7891 2.3741 -1.4799  0.041
C -0.8253 -4.5370 0.8192  0.007
C 1.5801 0.3108 -0.3604  0.240
C 0.0505 -2.0918 1.8644  0.010
C 2.0581 0.9745 0.7931  0.002
C 0.8994 0.9929 -1.3954  0.188
C -1.2207 3.7015 -2.4510  0.001
C -2.1333 -1.0191 1.2777  0.000
C 0.1730 3.0688 -2.6601  0.010
C -1.2743 -2.2534 1.4584  0.007
C 1.3906 2.9895 -0.3805  0.298
C 0.4779 -4.3995 1.2908  0.001
H 1.9253 -3.0145 2.1253  0.000
H -2.5905 -0.7575 2.2429  0.000
H -2.9255 -1.1893 0.5576  0.000
H 1.7884 2.9404 1.7148  0.016
H 2.1541 0.4277 1.7224  0.001
H 0.6472 0.4408 -2.2670  0.007
H 0.1389 2.3064 -3.4387  -0.002
H -1.1172 4.7675 -2.6042  0.000
H -2.0143 3.2186 -2.9786  0.002
H 1.6063 4.0450 -0.3252  0.016
H -1.0622 -5.4407 0.2757  0.000
H 1.8125 -0.7440 -0.4509  0.016
H 1.1610 -5.2236 1.2876  0.000
H -1.5211 3.5214 -1.4184  -0.001
H -1.5006 -0.1414 1.1326  0.003
H -2.7529 -3.6071 0.7182  0.000
H 0.9137 3.8394 -2.8894  0.002
H 0.4033 -1.1090 2.1290  -0.009

Properties
spin multiplicity	2
energy relative to the best compared isomer or geometry (same formula, charge and spin)	0.9688	eV
orbital gap (alpha / beta)	7.0 / 3.4	eV
charge	+1
strongest force on any atom	2.00	eV/Å

(6)
ORCA calculation (ωB97M-V/def2-TZVPD) on one molecule with the formula C15H18Br2N4O in a non-equilibrium geometry.

Last column: Mulliken charge in e.
Geometry (Å):
Br -2.9584 -0.5665 -5.7987  -0.201
Br -3.3803 -5.9840 -3.5491  -0.176
O 0.6337 -3.3840 -0.6891  -0.651
N 0.5518 2.0341 0.5747  -0.979
N -0.7082 -1.6863 -1.3566  -0.001
N 1.3619 -1.3805 -0.2361  -0.241
N 0.7703 1.1217 -0.4013  0.677
C 0.4756 1.5351 4.3650  -1.608
C -2.4595 -1.9817 -4.4405  -0.411
C -1.5968 -2.2862 -2.2863  0.424
C -1.7809 -3.7191 -2.4327  -0.133
C -1.8685 -1.4679 -3.2768  -0.087
C 0.7013 1.4887 1.7797  -0.280
C 0.9916 0.1075 1.5277  -0.300
C 1.0685 2.2073 3.1078  1.903
C 2.5932 2.4495 3.0664  -1.673
C -2.9594 -3.2949 -4.4928  -0.127
C 0.4089 -2.2165 -0.8291  0.412
C 0.3895 3.5883 3.0756  -1.705
C -2.5845 -4.2037 -3.4781  -0.212
C 0.8720 1.4341 -1.8065  -0.875
C 1.1064 -0.0629 0.2454  -0.069
H -0.5400 1.7669 4.3601  0.475
H 2.9534 3.1953 2.3619  0.380
H 1.8524 -1.9803 0.4008  0.353
H 1.5228 0.6981 -2.2336  0.365
H 0.4063 0.4940 4.3001  0.345
H -3.6822 -3.6357 -5.3164  0.310
H 0.8123 4.1460 2.2418  0.400
H 1.2541 -0.6524 2.2252  0.388
H 3.1946 1.5241 3.1459  0.330
H -0.7331 3.5536 2.9484  0.354
H -1.6506 -0.3836 -3.2822  0.164
H 2.7758 2.9726 3.9967  0.490
H 0.5849 4.0682 4.0389  0.436
H -0.1497 1.3553 -2.2583  0.242
H -0.7756 -0.6641 -1.3738  0.098
H 0.9126 1.7788 5.3375  0.372
H -1.6331 -4.3959 -1.6256  0.456
H 1.2668 2.4270 -1.9359  0.357

Properties
spin multiplicity	1
energy relative to the best compared isomer or geometry (same formula, charge and spin)	1.6602	eV
orbital gap	9.4	eV
strongest force on any atom	5.21	eV/Å